[1]
The following is a DFT calculation (wB97M-V/def2-TZVPD) of a molecular structure, C12H20ErN2OPSSe2Te2.

Last column: Mulliken spin population.
Geometry (Å):
Er: -4.590 -10.472 -7.170  3.05
Se: -4.600 -13.230 -7.002  -0.01
Te: -2.851 -12.395 -5.385  -0.01
Te: -4.740 -11.159 -3.931  0.00
Se: -4.434 -8.894 -4.849  -0.01
O: -7.181 -5.209 -12.125  0.00
C: -7.377 -6.170 -11.616  0.00
C: -8.437 -10.276 -10.963  0.00
C: -7.122 -10.287 -10.222  0.00
P: -7.299 -10.454 -8.438  -0.01
C: -8.213 -8.853 -8.076  0.00
C: -8.303 -8.516 -6.628  0.00
C: -8.595 -11.705 -8.246  0.00
C: -8.617 -12.187 -6.727  0.00
H: -8.190 -10.365 -12.080  0.00
H: -8.941 -9.349 -10.771  0.00
H: -9.047 -11.098 -10.700  0.00
H: -6.624 -9.336 -10.384  0.00
H: -6.419 -11.070 -10.558  0.00
H: -9.207 -8.868 -8.537  0.00
H: -7.524 -8.082 -8.627  0.00
H: -8.965 -9.195 -6.221  0.00
H: -8.694 -7.567 -6.404  0.00
H: -7.345 -8.657 -6.044  0.00
H: -8.337 -12.653 -8.886  0.00
H: -9.503 -11.354 -8.567  0.00
H: -9.216 -13.079 -6.641  0.00
H: -8.910 -11.340 -6.073  0.00
H: -7.576 -12.483 -6.461  0.00
C: -5.606 -6.341 -7.416  0.00
C: -4.403 -6.878 -8.174  0.00
C: -3.539 -5.954 -8.770  0.00
C: -2.406 -6.493 -9.337  0.00
N: -2.164 -7.746 -9.460  0.00
C: -3.007 -8.603 -8.916  0.00
S: -2.806 -10.321 -9.036  -0.01
N: -4.136 -8.168 -8.239  -0.01
H: -6.485 -6.914 -7.638  0.00
H: -5.769 -5.309 -7.737  0.00
H: -5.372 -6.302 -6.375  0.00
H: -3.688 -4.852 -8.796  0.00
H: -1.741 -5.911 -9.877  0.00

Forces on the atoms, in the same order (eV/Å):
-0.11 0.51 0.73
0.05 -0.30 -0.42
-0.08 -0.19 -0.28
-0.25 -0.27 0.67
-0.02 0.62 -0.51
0.45 2.23 -1.19
-0.44 -2.26 1.22
1.40 0.12 -2.33
0.67 -0.30 -0.21
-0.24 0.98 0.42
2.00 0.88 -1.71
2.18 -0.53 0.64
2.78 -3.48 1.39
1.12 0.86 -1.12
-0.66 0.28 1.46
-0.44 0.38 -0.11
-0.75 -0.84 0.17
0.32 0.12 -0.06
-0.38 0.22 -0.02
0.29 0.09 -0.08
-1.52 -1.27 0.67
-1.54 -1.46 1.26
-0.38 1.48 0.03
-0.76 0.30 -0.77
-0.32 1.79 0.99
-2.29 0.90 -0.71
-0.51 0.02 0.32
-0.09 -0.83 -0.21
-0.68 0.23 -0.04
0.80 0.20 -1.23
-0.09 1.60 0.19
0.00 0.56 0.29
-1.51 1.30 -0.22
0.97 -2.90 -0.03
-1.30 0.60 0.57
0.27 0.03 -0.30
0.25 -1.52 -0.20
-0.31 -0.23 0.32
-0.06 -0.12 0.00
-0.08 -0.28 0.82
-0.11 -1.11 0.22
1.37 1.59 -0.64

Computed properties:
- DFT total energy: -210824.343 eV
- Max |F|: 4.7 eV Å⁻¹
- Frontier orbital gap (alpha / beta): 6.94 / 6.99 eV
- Multiplicity: 4

***

[2]
The following is a DFT calculation (wB97M-V/def2-TZVPD) of 5 unconnected molecules or ions with the total composition C48H69I3N8O10PS.

Last column: Löwdin charge in e.
Geometry (Å):
C: 4.402 0.705 2.128  -0.10
C: 4.720 1.951 1.307  -0.22
C: 3.788 2.010 0.085  -0.19
C: 2.555 2.859 0.364  -0.22
N: 1.499 2.581 -0.615  -0.03
C: 0.204 2.250 -0.102  -0.42
P: -0.332 3.829 0.799  0.50
S: 0.230 5.504 -0.027  0.23
N: 0.403 1.108 0.864  0.02
C: -0.129 1.037 2.188  -0.27
O: 0.802 1.582 3.116  -0.20
C: 0.136 2.171 4.239  -0.07
C: 0.435 0.010 0.011  -0.26
N: 1.459 -0.763 0.162  0.21
C: 1.828 -1.846 -0.749  -0.15
C: 3.325 -2.172 -0.533  -0.28
C: 3.573 -3.680 -0.459  -0.62
I: 3.671 -4.271 1.600  0.79
N: -0.573 0.062 -0.939  0.06
C: -1.718 -0.827 -0.937  -0.61
I: -2.688 -1.106 1.021  1.17
C: -1.640 -2.263 -1.548  -0.78
C: -1.307 -3.426 -0.594  -0.24
I: -0.589 -2.414 -3.421  0.96
C: -0.746 1.574 -1.165  -0.31
O: -2.011 2.084 -1.376  -0.07
C: -2.996 2.134 -0.339  -0.24
C: -4.316 1.529 -0.762  -0.21
C: -4.723 2.128 -2.114  -0.23
C: -6.100 1.627 -2.594  -0.08
C: -0.139 1.760 -2.630  -0.25
C: -1.121 1.191 -3.654  -0.07
C: 0.037 3.262 -3.023  -0.16
C: 1.452 3.675 -3.424  -0.23
C: 2.137 2.715 -4.430  -0.08
H: 4.737 -0.187 1.611  0.06
H: 3.343 0.663 2.372  0.06
H: 4.954 0.746 3.061  0.08
H: 4.552 2.845 1.895  0.11
H: 5.735 1.883 0.942  0.11
H: 3.520 0.990 -0.201  0.09
H: 4.292 2.435 -0.776  0.11
H: 2.880 3.884 0.218  0.11
H: 2.259 2.774 1.406  0.10
H: 1.851 1.929 -1.301  0.10
H: 0.313 3.724 2.040  -0.02
H: -1.701 3.829 1.093  -0.02
H: -1.095 1.523 2.338  0.10
H: -0.266 -0.004 2.460  0.10
H: -0.607 1.482 4.627  0.07
H: 0.873 2.401 4.992  0.10
H: -0.382 3.066 3.901  0.07
H: 2.074 -0.525 0.934  0.15
H: 1.284 -2.758 -0.591  0.08
H: 1.750 -1.448 -1.744  0.08
H: 3.723 -1.688 0.350  0.05
H: 3.883 -1.802 -1.385  0.10
H: 2.765 -4.224 -0.932  0.04
H: 4.475 -3.954 -0.974  0.02
H: -2.488 -0.340 -1.505  0.06
H: -2.662 -2.457 -1.833  0.06
H: -2.203 -3.858 -0.180  0.05
H: -0.576 -3.171 0.159  0.04
H: -0.860 -4.205 -1.203  0.04
H: -3.229 3.183 -0.173  0.11
H: -2.655 1.771 0.623  0.06
H: -4.262 0.452 -0.883  0.06
H: -5.094 1.801 -0.058  0.13
H: -3.989 1.826 -2.848  0.09
H: -4.690 3.208 -2.044  0.11
H: -5.964 1.000 -3.465  0.07
H: -6.697 2.468 -2.922  0.07
H: -6.603 1.051 -1.829  0.07
H: 0.814 1.241 -2.669  0.12
H: -1.914 1.898 -3.832  0.07
H: -1.591 0.263 -3.356  0.00
H: -0.581 1.102 -4.589  0.09
H: -0.582 3.481 -3.881  0.11
H: -0.349 3.871 -2.214  0.06
H: 1.342 4.623 -3.939  0.11
H: 2.094 3.875 -2.582  0.08
H: 1.568 1.821 -4.649  0.05
H: 2.272 3.234 -5.369  0.06
H: 3.132 2.504 -4.055  0.07
C: -3.501 -1.176 8.965  -0.04
C: -4.673 -1.503 8.298  -0.04
C: -4.746 -1.375 6.921  0.02
C: -3.635 -0.921 6.232  -0.15
C: -2.460 -0.584 6.883  -0.01
C: -2.398 -0.713 8.259  -0.06
N: -3.705 -0.805 4.773  -0.34
O: -4.748 -1.093 4.224  0.08
O: -2.707 -0.425 4.169  -0.05
H: -3.449 -1.282 10.040  0.12
H: -5.527 -1.854 8.850  0.07
H: -5.657 -1.628 6.401  0.12
H: -1.602 -0.229 6.333  0.10
H: -1.488 -0.457 8.783  0.11
C: 3.662 1.616 -7.862  -0.08
C: 4.451 2.702 -7.508  -0.08
C: 4.708 3.703 -8.430  0.00
C: 4.162 3.601 -9.696  -0.14
C: 3.380 2.524 -10.068  0.00
C: 3.131 1.525 -9.141  -0.07
N: 4.414 4.675 -10.672  -0.35
O: 5.122 5.599 -10.321  0.08
O: 3.895 4.571 -11.768  0.08
H: 3.461 0.838 -7.137  0.10
H: 4.865 2.767 -6.512  0.11
H: 5.321 4.549 -8.159  0.12
H: 2.966 2.460 -11.063  0.12
H: 2.519 0.677 -9.416  0.11
C: -10.458 -4.943 9.521  -0.06
C: -9.503 -4.933 10.529  -0.06
C: -8.588 -3.897 10.607  0.00
C: -8.647 -2.881 9.671  -0.15
C: -9.588 -2.878 8.656  0.00
C: -10.497 -3.919 8.584  -0.06
N: -7.694 -1.769 9.762  -0.36
O: -6.863 -1.806 10.653  0.06
O: -7.785 -0.873 8.946  0.08
H: -11.175 -5.752 9.466  0.11
H: -9.473 -5.732 11.256  0.11
H: -7.844 -3.886 11.390  0.12
H: -9.619 -2.078 7.932  0.12
H: -11.241 -3.930 7.799  0.11
C: 8.234 -5.757 -4.235  -0.06
C: 7.446 -5.408 -3.146  -0.06
C: 7.085 -4.086 -2.951  -0.01
C: 7.512 -3.132 -3.855  -0.15
C: 8.302 -3.461 -4.941  0.00
C: 8.664 -4.785 -5.128  -0.05
N: 7.101 -1.735 -3.662  -0.35
O: 6.413 -1.476 -2.685  0.05
O: 7.459 -0.919 -4.485  0.09
H: 8.513 -6.791 -4.388  0.11
H: 7.115 -6.166 -2.450  0.11
H: 6.477 -3.810 -2.103  0.10
H: 8.631 -2.703 -5.636  0.12
H: 9.279 -5.059 -5.973  0.11

Forces on the atoms, in the same order (eV/Å):
0.45 0.57 0.29
-0.74 -0.67 -0.80
0.11 0.07 0.29
0.56 0.27 -0.58
-0.31 0.01 0.16
0.18 -1.05 1.13
0.50 1.78 -0.40
-0.30 -0.50 -0.03
-0.29 0.69 -0.33
0.66 -0.36 1.18
0.04 0.26 -0.12
-0.10 -0.45 -0.69
-0.92 0.89 1.52
-1.03 -1.04 -0.76
1.85 0.24 0.72
-0.12 -0.48 -0.57
-0.30 0.47 0.25
-0.06 -0.19 -0.25
0.50 0.05 0.77
0.15 -1.00 -0.35
0.18 0.18 -0.01
-0.12 0.11 0.94
0.86 -0.13 -1.26
0.02 0.01 0.10
0.99 0.87 -3.23
-0.02 -0.91 1.25
-0.76 0.73 0.55
0.27 0.36 -1.24
-0.33 -0.61 0.09
0.70 0.34 -0.16
-0.93 1.03 0.24
0.27 -0.09 0.24
0.62 -0.55 0.45
-0.32 0.03 -0.66
0.03 0.88 0.38
-0.11 -0.23 -0.16
-0.24 -0.11 0.06
-0.02 -0.15 0.29
0.36 0.25 0.17
0.40 0.28 0.24
-0.13 -0.16 -0.03
0.19 0.06 -0.23
-0.13 0.36 0.17
-0.39 -0.36 0.06
-0.24 0.01 -0.11
-0.29 -0.54 -0.02
0.10 -0.53 0.12
-0.19 0.21 -0.39
-0.22 -0.34 -0.11
-0.12 -0.15 0.30
0.20 0.09 0.10
-0.08 0.31 0.21
0.03 0.03 0.00
-0.69 -0.03 0.00
-0.67 -0.11 -0.45
0.07 0.17 0.12
0.20 0.26 -0.12
-0.14 -0.23 0.07
0.48 -0.16 0.19
-0.05 0.58 -0.15
-0.31 0.13 -0.37
-0.20 0.13 0.44
-0.07 0.09 0.44
0.08 -0.27 0.02
0.17 0.33 -0.09
0.35 -0.44 0.02
-0.17 -0.24 0.28
0.03 -0.21 0.49
0.31 0.15 -0.21
-0.04 0.30 -0.02
-0.11 -0.31 -0.14
-0.40 0.06 0.12
-0.30 0.02 0.13
0.07 -0.28 -0.12
-0.26 0.27 0.05
0.16 -0.27 -0.24
-0.04 -0.41 -0.26
-0.36 -0.12 -0.21
0.12 0.36 0.09
0.02 0.36 0.06
0.05 -0.08 0.35
0.05 -0.34 0.13
0.06 0.00 -0.33
0.17 -0.55 -0.12
0.01 -0.01 0.02
0.19 0.01 -0.09
-0.20 -0.08 -0.03
0.04 -0.01 0.17
0.21 0.07 -0.02
-0.09 -0.04 0.04
0.02 0.06 -0.16
0.12 0.00 -0.01
-0.10 -0.03 0.20
-0.02 0.01 0.01
0.12 0.02 -0.01
0.04 0.04 -0.10
-0.04 -0.02 -0.12
0.01 0.01 -0.01
-0.03 -0.05 0.01
-0.05 -0.07 -0.03
0.11 0.11 0.17
-0.05 -0.14 0.14
-0.14 -0.13 -0.15
0.05 0.04 0.10
0.06 0.17 -0.17
-0.13 -0.16 -0.06
0.10 0.02 0.19
0.01 0.00 0.00
0.03 0.02 -0.01
-0.02 0.06 -0.13
0.05 0.12 -0.03
0.00 0.00 -0.03
0.00 0.00 0.00
-0.07 0.01 -0.10
0.10 -0.09 0.18
-0.16 -0.18 0.00
-0.10 0.10 -0.19
0.02 -0.09 0.08
-0.17 0.07 0.19
-0.05 0.00 -0.08
0.06 -0.03 -0.02
0.00 -0.01 0.00
0.02 0.00 0.01
0.04 0.12 -0.03
0.09 0.07 0.07
0.00 0.02 -0.01
0.00 0.00 -0.01
0.07 0.00 -0.10
-0.12 -0.17 0.19
0.03 -0.15 -0.02
0.12 0.06 -0.21
-0.06 -0.07 0.10
-0.04 0.21 -0.01
0.01 -0.04 -0.10
-0.07 -0.11 0.15
0.01 0.00 0.00
0.00 0.01 0.02
0.03 0.14 -0.02
-0.06 0.09 0.06
0.01 0.02 -0.01

Computed properties:
- DFT total energy: -127697.675 eV
- Max |F|: 3.5 eV Å⁻¹
- Frontier orbital gap: 7.60 eV
- Total charge: +1

***

[3]
The following is a DFT calculation (wB97M-V/def2-TZVPD) of 3 unconnected molecules or ions with the total composition CH10NO2.

Last column: natural (NBO) charge in e.
Geometry (Å):
C: 0.281 0.190 1.550  -0.46
N: -0.365 -0.721 0.617  -0.68
H: -0.303 0.441 2.507  0.26
H: 1.344 -0.082 1.716  0.24
H: 0.229 1.136 0.904  0.25
H: -0.334 -1.771 1.146  0.45
H: -0.114 -0.749 -0.371  0.49
H: -1.355 -0.505 0.655  0.44
H: 2.339 -0.903 -1.584  0.49
H: 1.313 -1.403 -2.571  0.50
O: 1.468 -1.169 -1.623  -0.97
H: -0.870 2.246 -1.240  0.49
H: -2.227 1.569 -1.107  0.49
O: -1.407 1.722 -0.597  -0.98

Forces on the atoms, in the same order (eV/Å):
0.91 3.66 -0.65
-1.84 -5.11 3.57
0.78 -1.06 -1.56
-0.92 0.08 0.06
0.56 -0.85 1.53
0.03 3.16 -2.56
1.08 -0.01 -0.06
-0.35 0.16 -0.30
3.08 0.93 0.18
0.18 0.24 1.17
-3.45 -1.12 -1.27
-0.47 -0.47 0.83
0.36 0.16 0.44
0.04 0.23 -1.36

Computed properties:
- DFT total energy: -6777.305 eV
- Max |F|: 6.5 eV Å⁻¹
- Frontier orbital gap: 12.43 eV
- Total charge: +1

***

[4]
The following is a DFT calculation (wB97M-V/def2-TZVPD) of C5H12N2O in the gas phase.

Last column: natural (NBO) charge in e.
Geometry (Å):
N: -1.978 -0.099 -0.004  -0.81
C: -1.597 -0.813 -1.130  -0.24
C: -0.213 -0.329 -1.756  -0.09
O: 0.562 -0.642 -0.499  -0.60
C: 1.764 0.220 -0.097  -0.08
C: 1.468 0.952 1.193  -0.15
C: 0.821 0.076 2.170  -0.27
N: 0.062 1.218 1.726  -0.60
H: -2.185 0.906 -0.238  0.34
H: -3.031 -0.312 -0.078  0.37
H: -1.541 -1.742 -0.655  0.21
H: -2.300 -1.143 -1.907  0.17
H: -0.069 -1.001 -2.612  0.18
H: -0.040 0.675 -2.437  0.20
H: 1.903 0.982 -0.931  0.17
H: 2.797 -0.415 -0.254  0.20
H: 2.461 1.423 1.559  0.21
H: 0.654 -0.842 1.568  0.21
H: 1.195 0.049 3.308  0.19
H: -0.735 0.838 1.074  0.41

Forces on the atoms, in the same order (eV/Å):
-5.57 3.60 0.55
2.13 -0.19 -3.55
-0.62 -0.64 0.72
2.25 2.06 -1.65
-0.02 -0.27 -3.90
1.79 -0.64 0.94
0.87 -1.32 2.15
-0.03 -0.43 -1.76
0.99 -0.57 0.00
1.47 -0.10 1.54
1.73 -2.19 0.03
-0.56 1.37 -0.33
0.82 -0.72 0.62
-0.70 -1.51 2.92
-0.36 -0.74 0.81
-2.62 1.23 1.30
-2.28 0.33 -0.54
-0.54 -0.01 1.69
-1.04 -0.12 -2.75
2.31 0.86 1.24

Computed properties:
- DFT total energy: -10401.658 eV
- Max |F|: 6.7 eV Å⁻¹
- Frontier orbital gap: 9.90 eV
- SMILES: NCCOC[C@@H]1CN1

***

Q: The lowest DFT total energy belongs to which entry?
A: C12H20ErN2OPSSe2Te2

***

Copy entry 1 word for word.
The following is a DFT calculation (wB97M-V/def2-TZVPD) of a molecular structure, C12H20ErN2OPSSe2Te2.

Last column: Mulliken spin population.
Geometry (Å):
Er: -4.590 -10.472 -7.170  3.05
Se: -4.600 -13.230 -7.002  -0.01
Te: -2.851 -12.395 -5.385  -0.01
Te: -4.740 -11.159 -3.931  0.00
Se: -4.434 -8.894 -4.849  -0.01
O: -7.181 -5.209 -12.125  0.00
C: -7.377 -6.170 -11.616  0.00
C: -8.437 -10.276 -10.963  0.00
C: -7.122 -10.287 -10.222  0.00
P: -7.299 -10.454 -8.438  -0.01
C: -8.213 -8.853 -8.076  0.00
C: -8.303 -8.516 -6.628  0.00
C: -8.595 -11.705 -8.246  0.00
C: -8.617 -12.187 -6.727  0.00
H: -8.190 -10.365 -12.080  0.00
H: -8.941 -9.349 -10.771  0.00
H: -9.047 -11.098 -10.700  0.00
H: -6.624 -9.336 -10.384  0.00
H: -6.419 -11.070 -10.558  0.00
H: -9.207 -8.868 -8.537  0.00
H: -7.524 -8.082 -8.627  0.00
H: -8.965 -9.195 -6.221  0.00
H: -8.694 -7.567 -6.404  0.00
H: -7.345 -8.657 -6.044  0.00
H: -8.337 -12.653 -8.886  0.00
H: -9.503 -11.354 -8.567  0.00
H: -9.216 -13.079 -6.641  0.00
H: -8.910 -11.340 -6.073  0.00
H: -7.576 -12.483 -6.461  0.00
C: -5.606 -6.341 -7.416  0.00
C: -4.403 -6.878 -8.174  0.00
C: -3.539 -5.954 -8.770  0.00
C: -2.406 -6.493 -9.337  0.00
N: -2.164 -7.746 -9.460  0.00
C: -3.007 -8.603 -8.916  0.00
S: -2.806 -10.321 -9.036  -0.01
N: -4.136 -8.168 -8.239  -0.01
H: -6.485 -6.914 -7.638  0.00
H: -5.769 -5.309 -7.737  0.00
H: -5.372 -6.302 -6.375  0.00
H: -3.688 -4.852 -8.796  0.00
H: -1.741 -5.911 -9.877  0.00

Forces on the atoms, in the same order (eV/Å):
-0.11 0.51 0.73
0.05 -0.30 -0.42
-0.08 -0.19 -0.28
-0.25 -0.27 0.67
-0.02 0.62 -0.51
0.45 2.23 -1.19
-0.44 -2.26 1.22
1.40 0.12 -2.33
0.67 -0.30 -0.21
-0.24 0.98 0.42
2.00 0.88 -1.71
2.18 -0.53 0.64
2.78 -3.48 1.39
1.12 0.86 -1.12
-0.66 0.28 1.46
-0.44 0.38 -0.11
-0.75 -0.84 0.17
0.32 0.12 -0.06
-0.38 0.22 -0.02
0.29 0.09 -0.08
-1.52 -1.27 0.67
-1.54 -1.46 1.26
-0.38 1.48 0.03
-0.76 0.30 -0.77
-0.32 1.79 0.99
-2.29 0.90 -0.71
-0.51 0.02 0.32
-0.09 -0.83 -0.21
-0.68 0.23 -0.04
0.80 0.20 -1.23
-0.09 1.60 0.19
0.00 0.56 0.29
-1.51 1.30 -0.22
0.97 -2.90 -0.03
-1.30 0.60 0.57
0.27 0.03 -0.30
0.25 -1.52 -0.20
-0.31 -0.23 0.32
-0.06 -0.12 0.00
-0.08 -0.28 0.82
-0.11 -1.11 0.22
1.37 1.59 -0.64

Computed properties:
- DFT total energy: -210824.343 eV
- Max |F|: 4.7 eV Å⁻¹
- Frontier orbital gap (alpha / beta): 6.94 / 6.99 eV
- Multiplicity: 4

***

Q: What is the max |F| in the first record?
A: 4.7 eV Å⁻¹